Computed, not measured: 8 unconnected molecules or ions with the total composition C12H40O8, with ωB97M-V with the def2-TZVPD basis set.

Last column: Mulliken spin population.
Element x y z (Å)
C -15.031 9.141 -7.597  0.000
O -15.975 9.146 -8.658  0.001
H -14.069 9.314 -8.078  0.000
H -15.279 9.912 -6.867  0.000
H -15.021 8.147 -7.150  0.000
H -16.869 9.023 -8.333  0.000
C -15.148 11.128 -1.697  0.000
O -15.720 11.251 -2.983  0.000
H -15.908 10.802 -0.987  0.000
H -14.495 10.262 -1.811  0.000
H -14.622 12.017 -1.349  0.000
H -15.125 11.634 -3.632  0.000
C -19.600 6.418 -2.866  0.024
O -18.276 6.136 -3.158  0.616
H -19.791 7.490 -2.922  0.006
H -20.196 6.022 -3.689  0.104
H -19.930 6.028 -1.903  0.049
H -17.845 6.951 -3.425  -0.007
C -18.831 6.208 -6.860  -0.001
O -19.785 5.688 -7.778  0.001
H -17.924 6.630 -7.291  0.001
H -19.326 6.994 -6.290  0.000
H -18.537 5.407 -6.181  0.002
H -20.032 6.360 -8.417  0.000
C -17.475 9.155 -4.830  -0.001
O -17.156 8.826 -3.476  0.007
H -18.541 9.350 -4.942  0.001
H -16.852 9.975 -5.187  -0.002
H -17.213 8.372 -5.541  0.003
H -16.627 9.564 -3.164  -0.002
C -17.518 7.526 -0.036  0.017
O -17.244 7.625 1.325  0.136
H -16.927 8.219 -0.635  0.003
H -17.212 6.527 -0.349  0.042
H -18.579 7.684 -0.231  0.004
H -16.299 7.793 1.332  -0.004
C -18.764 11.379 -9.484  0.000
C -18.878 11.003 -7.991  0.000
C -20.317 11.264 -7.551  0.000
O -18.691 9.631 -7.786  0.000
H -19.005 12.440 -9.563  0.000
H -19.448 10.809 -10.112  0.000
H -17.739 11.309 -9.848  0.000
H -18.191 11.597 -7.387  0.000
H -21.134 10.788 -8.094  0.000
H -20.579 12.321 -7.587  0.000
H -20.417 10.958 -6.510  0.000
H -19.384 9.263 -8.340  0.000
C -14.325 6.987 -2.993  -0.003
C -13.950 7.332 -4.408  0.002
C -13.489 8.767 -4.544  0.000
O -12.912 6.489 -4.826  0.000
H -14.827 6.019 -2.987  0.001
H -14.999 7.726 -2.561  -0.001
H -13.420 6.872 -2.395  0.000
H -14.833 7.197 -5.032  -0.001
H -14.396 9.336 -4.337  0.000
H -13.182 8.865 -5.585  0.000
H -12.663 9.029 -3.883  0.000
H -13.119 5.588 -4.566  0.000

Computed properties:
Relative energy (zero: lowest compared OMol25 entry of this formula, charge and spin) = 76.5 kcal/mol
Spin multiplicity = 2
Total charge = +1

Computed, not measured: a molecular structure, C12H41F3N9O11Y, with ωB97M-V with the def2-TZVPD basis set.

Last column: Mulliken charge in e.
Element x y z (Å)
Y -29.884 -1.410 -22.892  1.692
C -30.265 1.185 -25.345  -0.363
O -29.437 0.353 -26.113  0.568
O -30.437 0.614 -24.110  -0.487
C -29.773 2.760 -25.446  0.589
F -28.480 2.836 -25.710  -0.209
F -30.413 3.504 -26.348  -0.289
F -30.021 3.474 -24.370  -0.306
C -29.525 0.289 -27.557  -0.900
C -28.516 -0.799 -27.933  0.223
H -28.500 -0.880 -29.020  0.370
H -27.479 -0.536 -27.721  -0.247
H -28.834 -1.727 -27.459  -0.376
H -29.086 1.176 -28.014  0.246
H -30.470 -0.007 -28.013  0.431
H -31.263 1.116 -25.778  0.610
C -29.047 6.308 -23.191  -1.350
C -29.331 6.431 -21.765  0.792
C -29.904 5.125 -21.248  -0.358
O -31.274 4.850 -21.400  -0.419
C -31.671 3.658 -20.706  -0.497
N -28.062 6.693 -21.068  -0.795
H -29.948 5.914 -23.662  0.203
H -28.218 5.694 -23.542  0.285
H -28.940 7.320 -23.582  0.429
H -29.830 7.311 -21.361  0.371
H -29.382 4.914 -20.315  0.362
H -29.388 4.302 -21.744  -0.066
H -31.409 2.953 -21.494  -0.024
H -32.720 3.429 -20.518  0.313
H -31.065 3.351 -19.854  0.319
H -28.086 6.615 -20.061  0.213
H -27.705 7.631 -21.175  0.253
O -30.920 -2.101 -24.921  -0.438
H -30.733 -2.819 -25.526  0.359
H -31.424 -1.475 -25.440  0.206
O -25.689 2.005 -27.261  -0.596
H -24.838 1.651 -27.005  0.272
H -26.302 1.285 -27.117  0.254
O -28.005 -1.815 -24.122  -0.281
H -27.180 -1.342 -24.016  0.299
H -27.863 -2.378 -24.884  0.373
O -33.760 0.800 -24.455  -0.600
H -33.783 -0.085 -24.819  0.318
H -32.833 0.966 -24.286  0.268
C -25.327 -2.079 -28.327  0.636
O -25.751 -2.735 -29.236  -0.664
N -24.251 -1.422 -28.482  -0.336
N -25.688 -2.247 -27.012  -0.275
H -23.880 -1.515 -29.417  0.266
H -23.829 -0.788 -27.819  0.144
H -25.140 -1.758 -26.318  0.137
H -26.498 -2.813 -26.804  0.268
C -30.248 -0.397 -31.453  0.768
O -31.048 -0.477 -30.577  -0.647
N -29.455 -1.383 -31.842  -0.382
N -30.041 0.677 -32.079  -0.445
H -29.444 -2.236 -31.300  0.175
H -28.740 -1.305 -32.550  0.163
H -30.298 1.565 -31.673  0.245
H -29.206 0.640 -32.645  0.169
C -27.727 1.471 -21.811  0.596
O -28.305 0.389 -21.945  -0.548
N -27.478 2.195 -22.868  -0.229
N -27.327 2.016 -20.746  -0.367
H -27.747 1.783 -23.750  -0.048
H -27.288 3.160 -22.639  0.213
H -26.629 2.746 -20.740  0.222
H -27.591 1.554 -19.888  0.248
C -28.867 -4.304 -26.638  0.301
O -27.989 -3.572 -26.310  -0.679
N -29.658 -4.902 -25.746  -0.503
N -29.208 -4.541 -27.847  -0.298
H -29.622 -4.763 -24.746  0.188
H -30.552 -5.223 -26.090  0.200
H -28.721 -4.034 -28.572  0.238
H -29.773 -5.320 -28.153  0.229

Computed properties:
Total charge = +2

Computed, not measured: 7 unconnected molecules or ions with the total composition C12H41N3O7, with ωB97M-V with the def2-TZVPD basis set.

Last column: natural (NBO) charge in e.
Element x y z (Å)
C -20.250 -11.155 -12.147  -0.627
C -19.009 -12.161 -12.127  -0.069
C -17.744 -11.353 -11.904  -0.072
O -17.520 -10.396 -13.058  -0.549
C -16.712 -9.329 -12.679  -0.250
N -19.280 -13.092 -11.052  -0.831
H -21.193 -11.701 -12.131  0.195
H -20.275 -10.628 -13.101  0.225
H -20.244 -10.330 -11.434  0.210
H -18.973 -12.593 -13.127  0.177
H -16.911 -12.034 -11.731  0.195
H -17.854 -10.777 -10.986  0.176
H -17.170 -8.809 -11.838  0.164
H -16.524 -8.541 -13.408  0.186
H -15.673 -9.568 -12.453  0.169
H -18.619 -13.840 -11.202  0.355
H -20.155 -13.531 -11.301  0.362
C -15.823 -13.191 -6.386  -0.639
C -15.924 -14.714 -6.482  -0.064
C -17.089 -15.130 -7.442  -0.076
O -18.358 -14.643 -7.014  -0.560
C -19.432 -15.187 -7.822  -0.256
N -14.590 -15.261 -6.789  -0.814
H -15.138 -12.891 -5.594  0.211
H -16.714 -12.661 -6.050  0.210
H -15.599 -12.622 -7.288  0.235
H -16.230 -15.191 -5.551  0.187
H -17.007 -16.216 -7.418  0.164
H -16.874 -14.762 -8.445  0.160
H -19.568 -16.247 -7.608  0.174
H -19.106 -15.200 -8.862  0.170
H -20.405 -14.711 -7.704  0.202
H -14.499 -16.267 -6.780  0.354
H -14.451 -15.115 -7.779  0.346
C -19.197 -10.598 -6.317  -0.619
C -19.755 -11.242 -7.605  -0.052
C -20.633 -10.391 -8.540  -0.078
O -21.766 -10.140 -7.715  -0.534
C -22.730 -9.448 -8.508  -0.256
N -18.637 -11.822 -8.285  -0.900
H -18.688 -11.335 -5.696  0.197
H -19.989 -10.188 -5.688  0.220
H -18.504 -9.779 -6.513  0.201
H -20.305 -12.114 -7.252  0.166
H -20.930 -11.013 -9.384  0.176
H -20.051 -9.525 -8.857  0.179
H -22.360 -8.673 -9.179  0.174
H -23.432 -8.976 -7.821  0.190
H -23.281 -10.186 -9.092  0.166
H -18.881 -12.064 -9.235  0.393
H -18.456 -12.737 -7.896  0.385
O -14.514 -11.285 -10.504  -0.979
H -14.014 -10.517 -10.781  0.459
H -15.115 -10.953 -9.838  0.500
O -15.971 -7.284 -6.999  -0.945
H -15.568 -6.570 -6.505  0.459
H -15.718 -8.076 -6.526  0.480
O -16.190 -10.318 -8.548  -1.008
H -16.076 -10.146 -7.613  0.490
H -17.032 -10.769 -8.608  0.496
O -15.894 -9.979 -5.740  -0.960
H -16.732 -10.204 -5.336  0.492
H -15.253 -10.082 -5.038  0.488

Computed properties:
Relative energy (zero: lowest compared OMol25 entry of this formula, charge and spin) = 34.8 kcal/mol
SMILES = COC[C@H](C)N.COC[C@H](C)N.COC[C@H](C)N.O.O.O.O

Computed, not measured: 8 unconnected molecules or ions with the total composition C12H42N2O10, with ωB97M-V with the def2-TZVPD basis set.

Last column: natural (NBO) charge in e.
Element x y z (Å)
O 1.398 2.318 -1.947  -0.965
H 1.934 2.764 -1.280  0.487
H 1.976 1.605 -2.286  0.492
O 2.657 -0.056 -2.841  -0.964
H 3.124 -0.897 -2.868  0.491
H 2.216 0.009 -3.701  0.485
O -0.326 0.156 -1.667  -0.990
H 0.318 0.885 -1.827  0.498
H 0.215 -0.637 -1.575  0.481
O 0.620 -3.942 -2.694  -0.950
H 1.464 -3.644 -3.048  0.459
H 0.334 -3.238 -2.089  0.483
O -0.348 -2.530 -0.346  -0.975
H -0.220 -3.456 -0.103  0.484
H -1.169 -2.271 0.097  0.502
O -2.514 0.662 0.193  -0.967
H -2.146 1.318 0.793  0.459
H -1.780 0.434 -0.405  0.496
C -7.678 -3.704 -0.661  -0.245
O -6.527 -3.848 -1.467  -0.546
C -5.358 -4.081 -0.692  -0.068
C -4.186 -3.886 -1.630  -0.229
N -4.005 -2.505 -1.993  -0.633
C -2.905 -2.268 -2.929  -0.232
C -3.040 -0.849 -3.492  -0.075
O -4.354 -0.793 -4.060  -0.557
C -4.673 0.536 -4.398  -0.249
H -8.526 -3.633 -1.335  0.194
H -7.613 -2.867 0.040  0.167
H -7.801 -4.600 -0.038  0.157
H -5.374 -5.097 -0.284  0.164
H -5.325 -3.358 0.130  0.173
H -4.291 -4.571 -2.488  0.169
H -3.252 -4.251 -1.180  0.177
H -4.839 -2.172 -2.468  0.380
H -2.993 -2.976 -3.766  0.165
H -1.959 -2.422 -2.412  0.193
H -2.282 -0.695 -4.260  0.173
H -3.053 -0.162 -2.645  0.194
H -3.920 0.961 -5.063  0.164
H -4.817 1.198 -3.535  0.169
H -5.665 0.572 -4.853  0.188
C 0.874 1.601 1.367  -0.255
O 1.977 2.162 2.048  -0.553
C 2.645 1.206 2.856  -0.065
C 3.304 1.909 4.036  -0.237
N 4.624 2.433 3.670  -0.626
C 5.420 2.749 4.863  -0.241
C 6.735 3.360 4.456  -0.067
O 6.514 4.682 3.972  -0.553
C 7.726 5.320 3.611  -0.245
H 0.187 1.163 2.099  0.164
H 1.167 0.726 0.770  0.167
H 0.435 2.297 0.660  0.198
H 3.376 0.604 2.314  0.182
H 1.866 0.571 3.298  0.159
H 3.451 1.135 4.794  0.188
H 2.653 2.684 4.451  0.185
H 4.494 3.336 3.223  0.364
H 5.690 1.914 5.516  0.194
H 4.877 3.442 5.520  0.175
H 7.229 2.765 3.680  0.176
H 7.374 3.477 5.342  0.164
H 8.175 4.814 2.750  0.165
H 8.435 5.306 4.443  0.164
H 7.452 6.334 3.331  0.195

Computed properties:
Relative energy (zero: lowest compared OMol25 entry of this formula, charge and spin) = 22.3 kcal/mol
SMILES = COCCNCCOC.COCCNCCOC.O.O.O.O.O.O

Total energy list, top to bottom, in Ha: -1082.61929 -2139.70245 -1172.65733 -1344.21721